14
Properties=species:S:1:pos:R:3:forces:R:3 method="wB97M-V/def2-TZVPD" relative_energy_kcal_mol=11.6 orbital_gap_ev="4.045 / 11.981" e_lumo_ev="1.0 / 0.6" total_energy_ha=-249.19491 spin_multiplicity=2
C 0.637011 0.329065 2.020391 -0.422 0.270 0.117
N 0.032586 -0.166163 0.730907 0.844 0.221 0.182
H 1.629274 -0.098225 2.201806 -0.108 0.468 -0.601
H 0.573659 1.413219 1.884136 0.686 -0.018 0.429
H 0.090160 0.072304 2.921393 -0.592 -0.164 -0.318
H -0.226736 0.658507 0.086739 0.181 -0.118 0.354
H -0.824814 -0.722387 0.772166 0.127 -0.177 0.118
H 0.776822 -0.665766 0.227220 -0.391 -0.222 -0.309
H 1.668671 -0.288842 -2.806825 -0.234 0.579 -0.023
H 1.007741 1.140033 -2.477196 0.151 -0.334 -0.189
O 1.260947 0.271088 -2.123981 0.042 -0.349 0.363
H -1.778208 -0.201605 -1.636284 0.188 0.022 0.497
H -2.812741 -1.131758 -1.019942 -0.025 -0.034 0.172
O -2.034373 -0.609470 -0.780531 -0.446 -0.145 -0.791


12
Properties=species:S:1:pos:R:3:forces:R:3 method="wB97M-V/def2-TZVPD" relative_energy_kcal_mol=0.0 smiles="O=[N+]([O-])[C@H](O)[C@H](O)Cl" orbital_gap_ev=10.859 e_lumo_ev=0.4 total_energy_ha=-894.38126
O 0.652522 -0.988421 2.173010 0.749 -1.431 1.266
N 0.145327 0.025811 1.865480 -0.647 2.194 -4.423
O -0.459721 0.857072 2.481538 0.016 -0.468 0.754
C 0.292632 0.452485 0.108224 -4.568 2.651 1.693
O -0.250615 1.815284 0.031325 1.284 -2.455 -0.010
C -0.509671 -0.545532 -0.796047 0.583 0.436 -0.002
O -0.449549 -1.813598 -0.308112 0.025 -0.640 -0.202
Cl 0.388256 -0.404657 -2.445576 -0.567 -0.054 0.665
H 1.321902 0.498934 -0.056670 1.537 -0.114 -0.243
H -1.118345 1.881420 0.470763 0.464 -0.447 -0.066
H -1.597570 -0.292533 -1.034329 1.690 -0.090 0.640
H 0.466327 -2.115750 -0.140415 -0.565 0.420 -0.071


84
Properties=species:S:1:pos:R:3:forces:R:3 method="wB97M-V/def2-TZVPD" relative_energy_kcal_mol=0.0 orbital_gap_ev=8.547 e_lumo_ev=-1.9 total_energy_ha=-2464.57093 charge=+1
Na 0.009060 -0.599036 -0.171661 0.467 0.051 0.308
C 3.885101 -0.048402 -0.280980 -0.004 -0.005 0.046
C 2.761730 0.100505 0.709857 0.019 -0.086 -0.045
C 2.196954 1.347191 0.965103 -0.074 -0.020 -0.017
C 1.156781 1.504216 1.880080 0.014 -0.025 -0.019
C 0.562240 2.863271 2.138028 -0.001 -0.039 0.024
C 0.690067 0.379630 2.563039 -0.048 0.012 -0.084
C 1.239129 -0.883326 2.338196 -0.041 -0.026 -0.091
C 0.737032 -2.087650 3.094875 0.030 0.013 0.002
C 2.261320 -1.009090 1.393108 0.014 0.038 0.066
H 3.493763 -0.185620 -1.290860 -0.015 0.009 0.006
H 4.504907 -0.912870 -0.045775 -0.002 0.008 0.008
H 4.521605 0.836022 -0.285187 -0.006 -0.001 -0.004
H 2.593616 2.221978 0.459481 0.002 -0.005 0.013
H -0.350816 3.006949 1.556173 0.003 0.002 -0.017
H 1.260380 3.654635 1.868258 -0.006 -0.003 0.002
H 0.295527 2.980299 3.188288 0.005 -0.004 -0.006
H -0.100072 0.496394 3.297839 0.007 -0.017 -0.002
H -0.164714 -2.503836 2.638170 0.004 0.021 -0.002
H 0.482204 -1.823198 4.120729 -0.005 0.006 -0.009
H 1.486485 -2.877471 3.119872 0.012 0.012 0.000
H 2.710488 -1.981725 1.219997 0.008 0.000 0.030
N 0.512371 0.778836 -6.265657 -0.031 -0.002 0.025
C 0.670102 0.490102 -4.946791 0.033 0.015 -0.048
C 0.438631 -0.798182 -4.446902 0.073 0.027 -0.045
C 0.587915 -1.026721 -3.100100 0.016 0.043 0.011
N 0.937914 -0.091650 -2.204330 -0.115 -0.018 -0.256
C 1.162493 1.136225 -2.692817 -0.007 -0.023 0.048
C 1.046750 1.474029 -4.021324 -0.001 0.007 -0.004
H 0.418320 0.031509 -6.930078 0.012 -0.010 -0.001
H 0.844035 1.655859 -6.625785 0.002 0.002 0.005
H 0.158621 -1.607760 -5.107659 -0.016 -0.012 -0.015
H 0.413195 -2.025983 -2.711996 -0.012 -0.004 -0.008
H 1.448789 1.891571 -1.967886 0.000 -0.013 -0.010
H 1.249113 2.487636 -4.343356 -0.007 -0.012 0.009
C -4.075655 -1.651069 -0.258619 0.036 0.044 -0.041
P -2.695409 -0.438590 -0.137026 -0.419 0.135 0.201
C -3.315353 1.015812 -1.039050 0.007 0.010 0.017
C -2.574237 1.494724 -2.114593 0.005 0.026 -0.038
C -2.999199 2.611557 -2.824967 -0.013 -0.042 0.030
C -4.171017 3.254474 -2.462160 -0.024 -0.014 0.021
C -4.928062 2.773655 -1.397798 0.010 -0.006 -0.030
C -4.504636 1.659839 -0.693273 -0.029 0.016 0.005
C -2.791826 0.064803 1.636454 -0.060 -0.146 -0.053
C -2.827008 1.390013 2.061524 0.062 0.038 -0.026
C -2.802892 1.698782 3.417361 -0.002 0.001 -0.049
C -2.749590 0.689876 4.366069 -0.016 -0.027 0.003
C -2.706869 -0.637154 3.955065 0.019 0.042 -0.005
C -2.716732 -0.942818 2.603817 0.006 0.019 -0.040
P -3.860774 -2.783820 -1.707147 0.051 0.000 -0.037
C -5.479236 -3.641269 -1.709350 -0.029 0.026 -0.002
C -6.299941 -3.742542 -0.589500 0.001 -0.040 -0.015
C -7.485301 -4.467942 -0.644212 0.024 0.025 -0.010
C -7.865135 -5.093955 -1.819501 0.008 0.003 -0.019
C -7.053105 -4.998588 -2.943735 0.002 0.006 0.020
C -5.868891 -4.283736 -2.886544 0.010 -0.009 0.006
C -4.112734 -1.591987 -3.079071 -0.029 0.011 -0.028
C -3.082861 -1.399959 -3.993698 -0.036 -0.011 -0.026
C -3.226107 -0.495145 -5.041493 -0.002 -0.050 0.028
C -4.401261 0.224408 -5.179156 0.005 -0.023 0.027
C -5.439249 0.037395 -4.271383 0.031 0.016 0.020
C -5.295751 -0.866709 -3.233498 -0.007 0.005 0.021
H -5.034881 -1.128860 -0.281885 -0.008 0.028 0.042
H -4.039970 -2.260255 0.644526 -0.006 -0.046 0.024
H -1.670876 0.979053 -2.421425 0.024 0.007 0.022
H -2.417598 2.968257 -3.665466 0.002 0.000 0.003
H -4.503415 4.126847 -3.009928 -0.002 -0.008 0.001
H -5.850141 3.268058 -1.120311 0.013 0.003 -0.001
H -5.098908 1.298698 0.138961 0.019 -0.010 -0.004
H -2.877098 2.191398 1.334824 -0.010 -0.002 0.009
H -2.834312 2.734752 3.730262 -0.009 -0.003 -0.010
H -2.745001 0.933389 5.420456 0.004 -0.003 -0.007
H -2.662346 -1.432351 4.688256 -0.002 0.000 -0.011
H -2.662991 -1.984040 2.302308 -0.018 0.005 0.015
H -6.027931 -3.260765 0.340475 -0.005 0.003 0.013
H -8.112356 -4.538027 0.235208 0.006 0.005 -0.001
H -8.789653 -5.654442 -1.862641 0.007 0.000 -0.002
H -7.343384 -5.485935 -3.865333 0.001 0.004 0.000
H -5.242509 -4.216283 -3.769609 -0.005 -0.001 0.006
H -2.168213 -1.973054 -3.889096 -0.027 0.013 -0.005
H -2.426351 -0.360372 -5.758055 0.055 0.017 0.000
H -4.517715 0.924019 -5.997051 0.003 0.000 0.004
H -6.361395 0.593845 -4.379864 0.002 -0.004 0.000
H -6.117672 -1.023166 -2.542686 0.013 0.001 -0.002


49
Properties=species:S:1:pos:R:3:forces:R:3 method="wB97M-V/def2-TZVPD" relative_energy_kcal_mol=12.6 orbital_gap_ev="6.656 / 6.599" e_lumo_ev="-7.3 / -7.4" total_energy_ha=-1339.57510 charge=+2
Pd -0.265561 0.173843 -0.080058 0.576 0.612 0.101
C 1.995231 -2.117449 0.202523 -0.022 -0.080 0.026
N 1.969811 -0.638551 0.202221 -0.307 -0.026 -0.243
C 2.470802 -0.004611 1.427754 -0.006 0.100 0.125
C 1.345888 0.169966 2.393311 0.098 -0.139 0.110
N 0.080511 0.143616 2.031653 -0.505 0.332 -1.478
C -0.684975 0.332176 3.176198 -0.067 -0.073 0.133
C -2.064070 0.337917 3.362476 0.001 0.040 -0.082
C -2.522674 0.515415 4.650367 -0.014 -0.016 -0.034
C -1.637416 0.687951 5.726878 0.019 -0.008 -0.001
C -0.268903 0.671313 5.553101 0.026 0.024 0.089
C 0.189425 0.476921 4.255893 -0.146 -0.011 -0.176
N 1.468054 0.361385 3.717120 -0.096 0.034 0.086
C 0.620092 -2.712661 0.169148 -0.291 -0.071 0.022
N -0.464762 -2.008752 0.018350 0.108 -0.379 -0.119
C -1.534567 -2.897218 0.027845 0.174 -0.262 0.057
C -2.904606 -2.676710 -0.088236 0.041 0.030 0.005
C -3.725542 -3.784993 -0.052712 -0.036 0.022 -0.009
C -3.204399 -5.080413 0.093537 0.011 -0.016 -0.002
C -1.849421 -5.309616 0.218325 0.099 -0.058 0.020
C -1.026311 -4.190276 0.187102 -0.168 0.159 -0.081
N 0.351529 -4.031760 0.275801 0.127 -0.187 0.043
H 2.545196 -2.472281 -0.670588 0.066 0.038 0.009
H 2.518420 -2.489266 1.086611 0.073 0.039 -0.012
H 2.513241 -0.307675 -0.582756 0.036 0.006 -0.016
H 3.277082 -0.585518 1.883150 0.027 0.023 0.020
H 2.878047 0.976118 1.175448 0.010 0.006 -0.033
H -2.738054 0.195710 2.527011 -0.021 -0.018 0.038
H -3.586645 0.510414 4.843876 0.009 0.029 -0.012
H -2.042359 0.828027 6.719628 0.017 0.005 -0.004
H 0.405059 0.804581 6.388825 0.005 -0.036 -0.018
H 2.327420 0.426286 4.239327 0.056 -0.048 -0.069
H -3.301036 -1.674371 -0.195066 -0.034 -0.017 -0.016
H -4.796579 -3.662158 -0.138520 0.009 0.016 -0.006
H -3.885008 -5.920671 0.106833 0.007 0.008 0.014
H -1.449374 -6.308631 0.331616 -0.042 0.003 0.002
H 1.018804 -4.776181 0.397741 0.036 0.025 -0.003
N -2.239385 2.605521 0.051232 -0.585 -0.108 -0.144
C -1.805713 1.550655 -0.091257 1.467 0.398 0.344
H -2.708562 3.490849 0.141473 -0.045 -0.061 -0.001
N 0.670861 0.933654 -3.135228 0.120 0.313 0.076
C 0.392158 0.581675 -4.402873 -0.089 -0.138 -0.024
C -0.550183 -0.419937 -4.351455 0.007 0.012 0.038
C -0.797819 -0.610820 -2.990067 0.041 -0.016 -0.216
N -0.050331 0.215599 -2.261034 -0.868 -0.583 1.236
H 1.277882 1.676530 -2.833486 -0.010 0.012 0.089
H 0.876101 1.052006 -5.242957 0.037 0.040 0.068
H -0.997137 -0.939556 -5.180732 0.012 0.017 0.016
H -1.474541 -1.301726 -2.513454 0.037 0.004 0.030